{"formula": "C3H7BrN3", "method": "ωB97M-V with the def2-TZVPD basis set", "total_energy_ha": -2856.3011, "spin_multiplicity": 3, "s2": 2.0097, "orbital_gap_ev": [7.5205, 8.0206], "total_charge": 1, "lumo_ev": [-3.82, -6.37], "largest_force_ev_per_a": 5.6, "species": ["C", "C", "C", "N", "N", "N", "Br", "H", "H", "H", "H", "H", "H", "H"], "positions_angstrom": [[0.5006, -0.8974, -0.6815], [1.7184, 0.0916, -0.6318], [-0.8113, 0.4870, -0.0305], [1.3722, 1.3414, -0.0275], [0.1787, 1.5452, 0.1303], [-1.4540, 0.0489, 1.2037], [-2.1010, 0.8556, -1.3680], [0.1698, -1.2615, -1.7701], [0.3968, -1.6557, 0.2055], [2.5247, -0.4491, -0.1127], [2.3011, 0.2101, -1.5516], [-1.4276, 0.7267, 1.9712], [-1.0383, -0.6943, 1.7621], [-2.3301, -0.3484, 0.9009]], "forces_ev_per_angstrom": [[-2.6973, 1.6869, 0.5127], [1.7287, -2.2713, -0.4444], [5.0791, -0.6096, -2.3479], [0.7670, -0.7446, 0.1132], [-3.0952, -0.6400, 0.5017], [0.0971, -0.6132, 1.4997], [-0.5005, 0.0835, 0.0374], [0.6827, 0.6643, 2.7924], [0.5887, 1.1369, -2.1039], [-0.3017, 0.3967, 0.8109], [-1.0212, 0.3372, -0.5992], [-1.1055, 1.0355, -0.5616], [1.0118, -0.8286, -0.7684], [-1.2337, 0.3663, 0.5576]]}